# 1
{
  "formula": "C2H4OPt",
  "method": "the ωB97M-V functional and the def2-TZVPD basis",
  "total_charge": 1,
  "mol_weight_g_mol": 239.13,
  "gap_ev": [7.582, 8.389],
  "multiplicity": 4,
  "symbols": ["O", "Pt", "C", "C", "H", "H", "H", "H"],
  "xyz": [[1.72, 0.84, 0.38], [1.74, -0.59, -0.53], [-0.23, 0.63, 0.08], [-0.69, -0.71, -0.04], [-0.40, 1.04, 1.08], [-0.35, 1.25, -0.81], [-0.81, -1.34, 0.84], [-0.98, -1.12, -1.01]]
}


# 2
{
  "formula": "C2H4OS",
  "method": "the ωB97M-V functional and the def2-TZVPD basis",
  "total_charge": 0,
  "smiles": "S[C@H]1CO1",
  "mol_weight_g_mol": 76.12,
  "relative_energy_kj_mol": 192.1,
  "gap_ev": 10.465,
  "symbols": ["S", "C", "C", "O", "H", "H", "H", "H"],
  "xyz": [[1.74, 0.62, -0.48], [0.16, -0.18, -0.62], [-0.94, -0.03, 0.48], [-1.02, 0.60, -0.77], [1.95, 0.32, 0.77], [0.34, -0.99, -1.29], [-1.45, -0.92, 0.60], [-0.79, 0.58, 1.31]]
}


# 3
{
  "formula": "C2H4OS",
  "method": "the ωB97M-V functional and the def2-TZVPD basis",
  "total_charge": 0,
  "mol_weight_g_mol": 76.12,
  "relative_energy_kj_mol": 270.3,
  "gap_ev": [8.483, 8.103],
  "symbols": ["C", "C", "O", "S", "H", "H", "H", "H"],
  "xyz": [[-0.19, -0.45, 0.19], [-0.10, 1.01, 0.17], [0.63, -2.77, -0.92], [0.61, -1.35, -1.23], [-0.67, -0.95, 1.08], [-0.95, 1.58, 0.95], [0.81, 1.40, 0.55], [-0.14, 1.53, -0.80]]
}


# 4
{
  "formula": "C2H4OS",
  "method": "the ωB97M-V functional and the def2-TZVPD basis",
  "total_charge": 0,
  "mol_weight_g_mol": 76.12,
  "relative_energy_kj_mol": 413.3,
  "gap_ev": 9.085,
  "symbols": ["C", "C", "O", "S", "H", "H", "H", "H"],
  "xyz": [[0.49, 0.08, 0.35], [-0.76, -0.18, -0.44], [1.38, 1.09, -0.01], [2.05, -0.43, -0.02], [0.05, 0.11, 2.01], [-0.53, -0.31, -1.46], [-1.39, 0.77, -0.34], [-1.29, -1.14, -0.07]]
}


# 5
{
  "formula": "C2H4OS",
  "method": "the ωB97M-V functional and the def2-TZVPD basis",
  "total_charge": 0,
  "smiles": "COC=S",
  "mol_weight_g_mol": 76.12,
  "relative_energy_kj_mol": 104.5,
  "gap_ev": 9.424,
  "symbols": ["C", "O", "C", "S", "H", "H", "H", "H"],
  "xyz": [[-0.27, 1.74, -0.44], [-0.53, 0.88, 0.71], [-0.31, -0.35, 0.69], [0.57, -1.29, -0.41], [-0.11, 1.28, -1.38], [0.64, 2.29, -0.23], [-1.11, 2.48, -0.48], [-0.83, -0.82, 1.55]]
}


# 6
{
  "formula": "C2H4OS",
  "method": "the ωB97M-V functional and the def2-TZVPD basis",
  "total_charge": 0,
  "mol_weight_g_mol": 76.12,
  "relative_energy_kj_mol": 427.2,
  "gap_ev": 8.277,
  "symbols": ["C", "C", "H", "H", "H", "H", "O", "S"],
  "xyz": [[0.14, -0.45, 0.49], [0.47, 0.42, -0.65], [-1.84, 0.52, 0.29], [0.59, 0.12, 1.49], [0.80, -1.32, 0.46], [1.41, 0.93, -0.68], [-1.11, -0.84, 0.64], [-0.45, 0.61, -2.04]]
}